Entry 1:
This record from OMol25 describes one molecule with the formula C23H25NO5. The level of theory is the ωB97M-V functional and the def2-TZVPD basis.

E_LUMO (eV): -0.10
SMILES: COc1cccc(/C=C(/C(=O)OCC(=O)NC[C@H]2CCCO2)c2ccccc2)c1
Energy relative to the best compared isomer or geometry (same formula, charge and spin) (kJ/mol): 120.5

CARTESIAN COORDINATES (ANGSTROEM)
C  5.072  5.660  -0.268
O  4.452  4.398  -0.225
C  3.214  4.260  -0.774
C  2.497  5.281  -1.389
C  1.250  5.010  -1.931
C  0.709  3.744  -1.866
C  1.405  2.715  -1.222
C  0.806  1.392  -1.164
C  0.948  0.482  -0.181
C  0.303  -0.844  -0.296
O  0.225  -1.645  0.612
O  -0.195  -1.078  -1.518
C  -0.788  -2.348  -1.769
C  -2.266  -2.419  -1.350
O  -3.154  -2.569  -2.163
N  -2.457  -2.275  -0.028
C  -3.746  -2.510  0.571
C  -3.824  -3.937  1.163
C  -5.276  -4.336  1.452
C  -5.738  -4.909  0.106
C  -4.421  -5.214  -0.638
O  -3.359  -4.901  0.249
C  1.650  0.723  1.093
C  2.617  -0.166  1.550
C  3.258  0.059  2.755
C  2.932  1.165  3.521
C  1.959  2.047  3.079
C  1.320  1.828  1.874
C  2.661  2.985  -0.692
H  6.036  5.531  0.221
H  4.491  6.413  0.274
H  5.233  5.996  -1.298
H  2.897  6.280  -1.462
H  0.704  5.805  -2.417
H  -0.262  3.544  -2.293
H  0.173  1.134  -2.003
H  -0.724  -2.496  -2.848
H  -0.232  -3.129  -1.239
H  -1.646  -2.278  0.580
H  -3.928  -1.775  1.359
H  -4.489  -2.396  -0.221
H  -3.173  -3.999  2.040
H  -5.297  -5.105  2.224
H  -5.876  -3.490  1.781
H  -6.328  -4.182  -0.450
H  -6.339  -5.806  0.238
H  -4.315  -6.269  -0.899
H  -4.331  -4.613  -1.550
H  2.874  -1.028  0.953
H  4.012  -0.633  3.098
H  3.432  1.338  4.463
H  1.695  2.906  3.678
H  0.556  2.511  1.531
H  3.243  2.208  -0.224

Per-atom Mulliken charges, elementary charge units:
1 C -0.92
2 O -0.40
3 C 0.58
4 C -0.54
5 C -0.72
6 C -0.93
7 C 0.56
8 C -0.65
9 C 0.07
10 C 0.26
11 O -0.78
12 O -0.29
13 C -0.75
14 C 0.80
15 O -0.68
16 N 0.18
17 C -1.36
18 C 0.35
19 C -0.77
20 C -0.61
21 C -0.36
22 O -0.48
23 C 0.33
24 C -0.11
25 C -0.82
26 C -0.40
27 C -0.84
28 C 0.25
29 C -0.40
30 H 0.24
31 H 0.36
32 H 0.37
33 H 0.42
34 H 0.38
35 H 0.45
36 H 0.53
37 H 0.31
38 H 0.31
39 H 0.18
40 H 0.31
41 H 0.53
42 H 0.46
43 H 0.33
44 H 0.32
45 H 0.28
46 H 0.33
47 H 0.39
48 H 0.18
49 H 0.47
50 H 0.39
51 H 0.41
52 H 0.42
53 H 0.43
54 H 0.62

Entry 2:
This record from OMol25 describes C23H25O4P2S4V as an isolated structure at a distorted geometry. The level of theory is the ωB97M-V functional and the def2-TZVPD basis.

E_LUMO (spin up / spin down) (eV): 1.90 / 2.52
Charge: -1
2S+1: 2
Energy relative to the best compared isomer or geometry (same formula, charge and spin) (kJ/mol): 71.5

CARTESIAN COORDINATES (ANGSTROEM)
V  -0.617  -1.123  -0.877
C  -4.280  3.838  0.685
C  -2.874  3.853  1.249
O  -1.970  3.192  0.366
P  -1.679  1.599  0.737
S  -0.166  -1.686  1.002
S  -0.590  1.196  -1.037
O  -0.585  1.706  1.939
C  0.789  2.052  1.777
C  1.004  3.527  1.505
H  -4.958  4.414  1.318
H  -4.653  2.815  0.618
H  -4.289  4.266  -0.318
H  -2.848  3.385  2.240
H  -2.506  4.875  1.368
H  1.200  1.444  0.972
H  1.269  1.753  2.712
H  0.660  3.795  0.507
H  2.068  3.762  1.578
H  0.465  4.134  2.234
S  4.184  -1.523  -3.710
P  3.207  -1.538  -2.026
S  1.180  -1.717  -2.284
C  3.742  -2.917  -0.952
C  2.843  -3.641  -0.178
C  3.299  -4.644  0.667
C  4.654  -4.930  0.739
C  5.554  -4.214  -0.040
C  5.101  -3.214  -0.884
C  3.619  -0.088  -0.996
C  3.324  -0.077  0.365
C  3.718  0.997  1.149
C  4.375  2.077  0.577
C  4.651  2.077  -0.782
C  4.283  0.992  -1.564
H  1.787  -3.423  -0.246
H  2.589  -5.203  1.263
H  5.009  -5.715  1.395
H  6.612  -4.441  0.005
H  5.794  -2.664  -1.509
H  2.797  -0.910  0.816
H  3.501  0.995  2.209
H  4.671  2.917  1.193
H  5.163  2.917  -1.233
H  4.518  0.961  -2.620
O  -3.649  -2.885  -2.813
C  -3.506  -2.084  -1.915
O  -2.351  -1.681  -1.466
C  -4.701  -1.471  -1.223
C  -5.970  -1.762  -1.716
C  -7.094  -1.217  -1.117
C  -6.957  -0.380  -0.017
C  -5.695  -0.092  0.480
C  -4.567  -0.636  -0.121
H  -6.049  -2.417  -2.573
H  -8.079  -1.442  -1.507
H  -7.835  0.045  0.454
H  -5.579  0.556  1.340
H  -3.586  -0.404  0.267

Per-atom Mulliken charges, elementary charge units:
1 V 1.05
2 C -0.87
3 C -0.38
4 O -0.24
5 P 0.41
6 S -0.48
7 S -0.37
8 O -0.39
9 C 0.11
10 C -0.95
11 H 0.39
12 H 0.04
13 H 0.29
14 H 0.35
15 H 0.32
16 H -0.11
17 H 0.21
18 H 0.20
19 H 0.34
20 H 0.30
21 S -0.51
22 P 0.88
23 S -0.35
24 C 0.16
25 C -0.03
26 C -0.75
27 C -0.34
28 C -0.62
29 C -0.46
30 C 0.44
31 C -0.35
32 C -0.67
33 C -0.34
34 C -0.67
35 C -0.42
36 H 0.32
37 H 0.40
38 H 0.36
39 H 0.36
40 H 0.34
41 H 0.29
42 H 0.41
43 H 0.47
44 H 0.38
45 H 0.31
46 O -0.64
47 C 0.22
48 O -0.55
49 C 0.05
50 C -0.42
51 C -0.48
52 C -0.40
53 C -0.51
54 C -0.08
55 H 0.45
56 H 0.37
57 H 0.37
58 H 0.44
59 H 0.36

Entry 3:
This record from OMol25 describes C23H26BrGeNO3ReS2Se as an isolated structure at a distorted geometry. The level of theory is the ωB97M-V functional and the def2-TZVPD basis.

E_LUMO (spin up / spin down) (eV): -2.24 / -1.88
2S+1: 2
Energy relative to the best compared isomer or geometry (same formula, charge and spin) (kJ/mol): 139.7

CARTESIAN COORDINATES (ANGSTROEM)
Re  -0.659  0.559  -0.643
Br  -3.191  -0.012  -0.981
C  -3.570  0.062  0.890
C  -4.854  0.215  1.289
C  -5.123  0.159  2.678
C  -4.111  -0.089  3.556
C  -2.768  -0.241  3.115
C  -1.713  -0.523  4.016
C  -0.440  -0.669  3.553
C  -0.135  -0.468  2.186
C  -1.106  -0.170  1.262
C  -2.459  -0.111  1.741
H  -5.651  0.364  0.574
H  -6.140  0.284  3.026
H  -4.318  -0.175  4.617
H  -1.939  -0.623  5.071
H  0.365  -0.888  4.246
H  0.904  -0.514  1.869
C  5.232  -4.259  -1.238
Ge  5.111  -2.379  -0.764
C  4.559  -1.292  -2.281
C  6.773  -1.740  0.010
C  3.723  -2.163  0.602
Se  3.477  -0.267  1.035
C  3.655  -0.406  2.963
H  6.038  -4.424  -1.954
H  4.297  -4.601  -1.687
H  5.431  -4.859  -0.348
H  5.348  -1.233  -3.033
H  4.335  -0.277  -1.942
H  3.666  -1.712  -2.750
H  7.598  -1.801  -0.701
H  7.028  -2.338  0.888
H  6.652  -0.700  0.317
H  3.983  -2.678  1.527
H  2.768  -2.558  0.248
H  4.676  -0.670  3.222
H  2.963  -1.157  3.341
H  3.407  0.565  3.387
O  -1.605  2.632  -0.252
S  -0.573  2.950  -1.298
O  -0.466  4.309  -1.700
O  -0.832  1.919  -2.377
S  1.091  2.061  -0.410
C  0.340  -1.173  -1.184
C  0.080  -1.138  -2.662
C  -0.985  -1.857  -3.212
C  -1.226  -1.836  -4.574
C  -0.413  -1.075  -5.407
C  0.632  -0.326  -4.870
C  0.874  -0.361  -3.511
C  -0.643  -1.075  -6.836
N  -0.824  -1.074  -7.971
H  1.402  -1.051  -0.963
H  -0.041  -2.067  -0.699
H  -1.621  -2.447  -2.561
H  -2.042  -2.408  -4.997
H  1.244  0.283  -5.523
H  1.683  0.227  -3.091

Per-atom Mulliken charges, elementary charge units:
1 Re 0.75
2 Br -0.14
3 C 0.91
4 C -0.85
5 C -0.52
6 C -0.99
7 C 0.88
8 C -0.82
9 C -0.93
10 C 0.40
11 C -0.22
12 C 0.89
13 H 0.40
14 H 0.39
15 H 0.38
16 H 0.38
17 H 0.36
18 H 0.01
19 C -1.16
20 Ge 0.40
21 C -1.14
22 C -1.17
23 C -1.10
24 Se 0.08
25 C -1.14
26 H 0.37
27 H 0.36
28 H 0.37
29 H 0.50
30 H 0.31
31 H 0.25
32 H 0.38
33 H 0.34
34 H 0.37
35 H 0.57
36 H 0.47
37 H 0.35
38 H 0.32
39 H 0.40
40 O -0.60
41 S 0.97
42 O -0.60
43 O -0.56
44 S -0.35
45 C -0.58
46 C -0.12
47 C -0.44
48 C -0.77
49 C 0.58
50 C -0.87
51 C -0.01
52 C -0.15
53 N -0.49
54 H -0.07
55 H 0.64
56 H 0.52
57 H 0.47
58 H 0.46
59 H 0.58

Entry 4:
This record from OMol25 describes C23H26BrGeNO3ReS2Se as an isolated structure at a distorted geometry. The level of theory is the ωB97M-V functional and the def2-TZVPD basis.

E_LUMO (spin up / spin down) (eV): -2.21 / -1.98
2S+1: 2
Energy relative to the best compared isomer or geometry (same formula, charge and spin) (kJ/mol): 39.8

CARTESIAN COORDINATES (ANGSTROEM)
Re  -1.738  -0.221  1.550
Br  0.574  0.267  0.647
C  1.166  -1.558  0.578
C  2.340  -1.878  -0.030
C  2.730  -3.234  -0.038
C  1.943  -4.178  0.565
C  0.729  -3.824  1.204
C  -0.095  -4.789  1.834
C  -1.262  -4.411  2.442
C  -1.668  -3.064  2.432
C  -0.934  -2.071  1.800
C  0.313  -2.472  1.213
H  2.954  -1.123  -0.503
H  3.653  -3.517  -0.523
H  2.241  -5.219  0.560
H  0.220  -5.825  1.830
H  -1.885  -5.152  2.926
H  -2.604  -2.797  2.910
C  3.144  3.394  0.840
Ge  2.183  4.475  -0.474
C  1.848  3.425  -2.092
C  3.257  6.049  -0.920
C  0.485  5.061  0.317
Se  -0.779  3.634  0.757
C  -1.518  3.341  -1.024
H  4.104  3.068  0.438
H  2.567  2.517  1.125
H  3.334  3.978  1.742
H  2.791  3.193  -2.587
H  1.223  3.978  -2.794
H  1.345  2.486  -1.856
H  4.188  5.756  -1.407
H  3.504  6.611  -0.019
H  2.712  6.710  -1.595
H  -0.043  5.776  -0.314
H  0.691  5.564  1.264
H  -1.255  4.185  -1.658
H  -2.599  3.278  -0.933
H  -1.130  2.428  -1.471
O  -3.444  -0.448  2.678
S  -3.379  1.094  2.965
O  -4.407  1.584  3.808
O  -3.246  1.634  1.590
S  -1.446  1.135  3.577
C  -2.585  -0.402  -0.375
C  -2.041  -1.599  -1.072
C  -0.915  -1.493  -1.889
C  -0.302  -2.618  -2.413
C  -0.818  -3.879  -2.135
C  -1.975  -3.999  -1.363
C  -2.577  -2.871  -0.846
C  -0.152  -5.054  -2.628
N  0.393  -5.992  -3.010
H  -3.664  -0.466  -0.191
H  -2.418  0.529  -0.924
H  -0.499  -0.515  -2.100
H  0.584  -2.525  -3.027
H  -2.384  -4.980  -1.162
H  -3.455  -2.971  -0.220

Per-atom Mulliken charges, elementary charge units:
1 Re 1.00
2 Br -0.01
3 C 1.06
4 C -0.67
5 C -0.63
6 C -0.90
7 C 0.90
8 C -0.71
9 C -0.90
10 C -0.30
11 C 0.40
12 C -0.55
13 H 0.48
14 H 0.40
15 H 0.41
16 H 0.42
17 H 0.41
18 H 0.53
19 C -0.91
20 Ge 0.40
21 C -0.84
22 C -1.15
23 C -0.97
24 Se 0.04
25 C -0.74
26 H 0.34
27 H 0.13
28 H 0.36
29 H 0.38
30 H 0.34
31 H 0.02
32 H 0.35
33 H 0.35
34 H 0.36
35 H 0.42
36 H 0.43
37 H 0.41
38 H 0.38
39 H -0.01
40 O -0.66
41 S 1.03
42 O -0.58
43 O -0.61
44 S -0.31
45 C -1.54
46 C 0.36
47 C -0.21
48 C -0.70
49 C 0.48
50 C -0.66
51 C -0.43
52 C -0.09
53 N -0.54
54 H 0.59
55 H 0.45
56 H 0.48
57 H 0.51
58 H 0.50
59 H 0.46

Copy entry 2 word for word.
This record from OMol25 describes C23H25O4P2S4V as an isolated structure at a distorted geometry. The level of theory is the ωB97M-V functional and the def2-TZVPD basis.

E_LUMO (spin up / spin down) (eV): 1.90 / 2.52
Charge: -1
2S+1: 2
Energy relative to the best compared isomer or geometry (same formula, charge and spin) (kJ/mol): 71.5

CARTESIAN COORDINATES (ANGSTROEM)
V  -0.617  -1.123  -0.877
C  -4.280  3.838  0.685
C  -2.874  3.853  1.249
O  -1.970  3.192  0.366
P  -1.679  1.599  0.737
S  -0.166  -1.686  1.002
S  -0.590  1.196  -1.037
O  -0.585  1.706  1.939
C  0.789  2.052  1.777
C  1.004  3.527  1.505
H  -4.958  4.414  1.318
H  -4.653  2.815  0.618
H  -4.289  4.266  -0.318
H  -2.848  3.385  2.240
H  -2.506  4.875  1.368
H  1.200  1.444  0.972
H  1.269  1.753  2.712
H  0.660  3.795  0.507
H  2.068  3.762  1.578
H  0.465  4.134  2.234
S  4.184  -1.523  -3.710
P  3.207  -1.538  -2.026
S  1.180  -1.717  -2.284
C  3.742  -2.917  -0.952
C  2.843  -3.641  -0.178
C  3.299  -4.644  0.667
C  4.654  -4.930  0.739
C  5.554  -4.214  -0.040
C  5.101  -3.214  -0.884
C  3.619  -0.088  -0.996
C  3.324  -0.077  0.365
C  3.718  0.997  1.149
C  4.375  2.077  0.577
C  4.651  2.077  -0.782
C  4.283  0.992  -1.564
H  1.787  -3.423  -0.246
H  2.589  -5.203  1.263
H  5.009  -5.715  1.395
H  6.612  -4.441  0.005
H  5.794  -2.664  -1.509
H  2.797  -0.910  0.816
H  3.501  0.995  2.209
H  4.671  2.917  1.193
H  5.163  2.917  -1.233
H  4.518  0.961  -2.620
O  -3.649  -2.885  -2.813
C  -3.506  -2.084  -1.915
O  -2.351  -1.681  -1.466
C  -4.701  -1.471  -1.223
C  -5.970  -1.762  -1.716
C  -7.094  -1.217  -1.117
C  -6.957  -0.380  -0.017
C  -5.695  -0.092  0.480
C  -4.567  -0.636  -0.121
H  -6.049  -2.417  -2.573
H  -8.079  -1.442  -1.507
H  -7.835  0.045  0.454
H  -5.579  0.556  1.340
H  -3.586  -0.404  0.267

Per-atom Mulliken charges, elementary charge units:
1 V 1.05
2 C -0.87
3 C -0.38
4 O -0.24
5 P 0.41
6 S -0.48
7 S -0.37
8 O -0.39
9 C 0.11
10 C -0.95
11 H 0.39
12 H 0.04
13 H 0.29
14 H 0.35
15 H 0.32
16 H -0.11
17 H 0.21
18 H 0.20
19 H 0.34
20 H 0.30
21 S -0.51
22 P 0.88
23 S -0.35
24 C 0.16
25 C -0.03
26 C -0.75
27 C -0.34
28 C -0.62
29 C -0.46
30 C 0.44
31 C -0.35
32 C -0.67
33 C -0.34
34 C -0.67
35 C -0.42
36 H 0.32
37 H 0.40
38 H 0.36
39 H 0.36
40 H 0.34
41 H 0.29
42 H 0.41
43 H 0.47
44 H 0.38
45 H 0.31
46 O -0.64
47 C 0.22
48 O -0.55
49 C 0.05
50 C -0.42
51 C -0.48
52 C -0.40
53 C -0.51
54 C -0.08
55 H 0.45
56 H 0.37
57 H 0.37
58 H 0.44
59 H 0.36

> Look up the energy relative to the best compared isomer or geometry (same formula, charge and spin) of the second one.

71.5 kJ/mol

> Look up the energy relative to the best compared isomer or geometry (same formula, charge and spin) of the second one.

71.5 kJ/mol